1.
{"formula": "C38H96N6O13", "method": "wB97M-V/def2-TZVPD", "homo_ev": -7.7, "homo_lumo_gap_ev": 8.220, "mol_weight_da": 845.22, "species": ["C", "C", "O", "H", "H", "H", "H", "H", "H", "C", "O", "C", "C", "N", "C", "C", "O", "C", "H", "H", "H", "H", "H", "H", "H", "H", "H", "H", "H", "H", "H", "H", "H", "C", "O", "C", "C", "N", "C", "C", "O", "C", "H", "H", "H", "H", "H", "H", "H", "H", "H", "H", "H", "H", "H", "H", "H", "C", "O", "C", "C", "N", "C", "C", "O", "C", "H", "H", "H", "H", "H", "H", "H", "H", "H", "H", "H", "H", "H", "H", "H", "C", "O", "C", "C", "N", "C", "C", "O", "C", "H", "H", "H", "H", "H", "H", "H", "H", "H", "H", "H", "H", "H", "H", "H", "C", "O", "C", "C", "N", "C", "C", "O", "C", "H", "H", "H", "H", "H", "H", "H", "H", "H", "H", "H", "H", "H", "H", "H", "C", "O", "C", "C", "N", "C", "C", "O", "C", "H", "H", "H", "H", "H", "H", "H", "H", "H", "H", "H", "H", "H", "H", "H"], "xyz": [[2.399, 1.193, 5.080], [2.480, -0.266, 5.096], [3.095, -0.606, 3.918], [1.857, 1.520, 5.967], [1.873, 1.633, 4.232], [3.374, 1.679, 5.028], [1.553, -0.839, 5.133], [3.178, -0.568, 5.876], [3.291, -1.545, 3.888], [-4.112, 1.326, 6.812], [-2.820, 1.159, 7.418], [-2.659, 1.946, 8.543], [-2.272, 3.472, 8.243], [-1.286, 3.520, 7.217], [0.072, 3.574, 7.788], [1.136, 3.888, 6.713], [0.958, 3.073, 5.553], [1.209, 3.696, 4.221], [-4.193, 2.202, 6.169], [-4.922, 1.319, 7.541], [-4.172, 0.397, 6.246], [-2.022, 1.486, 9.298], [-3.616, 1.868, 9.060], [-1.903, 3.851, 9.196], [-3.196, 4.000, 8.005], [-1.227, 2.728, 6.594], [0.203, 2.618, 8.296], [0.101, 4.378, 8.523], [2.149, 3.739, 7.085], [0.966, 4.921, 6.409], [1.105, 3.004, 3.386], [2.161, 4.221, 4.136], [0.395, 4.412, 4.106], [3.091, -4.887, 2.188], [3.707, -3.712, 1.637], [2.983, -2.438, 1.976], [3.772, -1.280, 1.453], [4.306, -1.545, 0.120], [5.482, -0.683, -0.328], [6.879, -1.217, 0.087], [6.941, -1.007, 1.512], [8.008, -1.783, 2.151], [3.461, -5.781, 1.687], [2.007, -4.982, 2.252], [3.291, -5.094, 3.240], [2.849, -2.425, 3.057], [2.032, -2.596, 1.468], [4.572, -1.078, 2.165], [3.223, -0.339, 1.439], [4.431, -2.544, 0.027], [5.365, 0.348, 0.005], [5.271, -0.790, -1.392], [7.654, -0.688, -0.467], [6.869, -2.201, -0.382], [7.999, -1.877, 3.236], [8.919, -1.224, 1.938], [8.243, -2.776, 1.768], [2.745, 3.413, -4.137], [1.715, 2.556, -4.700], [1.984, 1.968, -5.925], [0.671, 1.495, -6.579], [-0.278, 2.609, -6.724], [-1.605, 2.502, -7.377], [-2.669, 1.805, -6.486], [-2.681, 2.221, -5.101], [-3.266, 1.229, -4.272], [3.118, 4.249, -4.728], [3.554, 2.740, -3.853], [2.550, 3.614, -3.083], [2.788, 1.236, -5.837], [2.483, 2.689, -6.572], [0.197, 0.673, -6.042], [0.908, 1.125, -7.577], [-0.474, 2.923, -5.785], [-1.530, 2.141, -8.403], [-1.898, 3.514, -7.658], [-2.313, 0.775, -6.533], [-3.702, 1.774, -6.832], [-3.058, 1.535, -3.247], [-2.880, 0.216, -4.382], [-4.346, 1.376, -4.260], [3.670, -4.251, -4.381], [2.843, -4.566, -3.286], [1.769, -3.648, -2.994], [0.358, -4.119, -3.449], [-0.873, -3.930, -2.649], [-1.376, -2.617, -2.200], [-1.423, -2.845, -0.656], [-2.132, -3.908, -0.149], [-3.510, -3.735, -0.212], [3.168, -4.102, -5.337], [4.445, -5.014, -4.458], [4.107, -3.282, -4.138], [2.228, -2.711, -3.308], [1.690, -3.485, -1.920], [0.498, -5.197, -3.522], [0.099, -3.884, -4.481], [-1.031, -4.634, -1.942], [-2.363, -2.461, -2.636], [-0.789, -1.730, -2.438], [-1.715, -1.903, -0.191], [-0.404, -3.024, -0.314], [-3.910, -3.463, -1.189], [-3.839, -2.988, 0.510], [-4.142, -4.587, 0.040], [-0.273, 1.500, -4.102], [-0.396, 1.059, -2.773], [-0.325, -0.364, -2.612], [0.533, -0.800, -1.382], [-0.314, -0.689, -0.141], [0.490, -0.983, 1.058], [1.412, 0.140, 1.513], [0.526, 1.153, 1.928], [1.157, 2.361, 2.184], [0.640, 1.185, -4.608], [-0.319, 2.589, -4.134], [-1.178, 1.158, -4.604], [0.014, -1.002, -3.428], [-1.354, -0.663, -2.410], [1.368, -0.117, -1.229], [0.834, -1.847, -1.354], [-0.677, 0.220, 0.106], [1.048, -1.873, 0.767], [-0.182, -1.364, 1.827], [1.967, 0.452, 0.628], [2.052, -0.151, 2.346], [2.005, 2.656, 1.565], [1.658, 2.533, 3.137], [0.479, 3.213, 2.149], [-3.650, 1.059, 0.681], [-5.015, 0.595, 0.529], [-5.808, 1.470, -0.282], [-6.839, 0.430, -0.973], [-6.249, -0.711, -1.595], [-6.004, -0.578, -3.026], [-4.781, 0.287, -3.333], [-3.732, 0.121, -2.334], [-2.926, -1.008, -2.599], [-3.040, 1.139, -0.219], [-3.206, 0.387, 1.415], [-3.718, 1.984, 1.253], [-5.150, 1.937, -1.015], [-6.301, 2.207, 0.352], [-7.557, 0.898, -1.647], [-7.481, 0.086, -0.162], [-5.308, -0.642, -1.236], [-6.919, -0.337, -3.568], [-5.721, -1.575, -3.362], [-5.084, 1.333, -3.373], [-4.420, -0.060, -4.301], [-2.163, -1.123, -1.829], [-2.465, -1.054, -3.586], [-3.521, -1.908, -2.440]]}

2.
{"formula": "C6H12N2O6S", "method": "wB97M-V/def2-TZVPD", "smiles": "C/C=C/S(=O)(=O)NC(C)=O.[O-]/[N+](O)=C/O", "homo_ev": -8.7, "homo_lumo_gap_ev": 9.263, "mol_weight_da": 240.24, "species": ["C", "C", "C", "S", "O", "O", "N", "C", "C", "O", "H", "H", "H", "H", "H", "H", "H", "H", "H", "O", "N", "O", "C", "O", "H", "H", "H"], "xyz": [[1.343, 3.121, 0.269], [0.717, 1.943, -0.327], [0.233, 0.973, 0.450], [-0.297, -0.439, -0.490], [-0.997, -1.286, 0.436], [-0.676, -0.438, -1.902], [1.272, -1.270, -0.773], [2.077, -1.549, 0.243], [3.263, -2.501, -0.031], [1.932, -0.899, 1.276], [0.986, 3.480, 1.294], [1.239, 4.124, -0.295], [2.524, 2.977, 0.427], [0.640, 2.000, -1.328], [0.197, 0.651, 1.423], [1.310, -1.415, -1.730], [3.799, -2.348, -0.914], [4.081, -2.213, 0.751], [2.865, -3.477, -0.132], [-2.058, 1.169, -0.178], [-2.938, 0.314, 0.037], [-3.249, -0.381, -1.162], [-3.610, -0.044, 1.083], [-4.401, -1.114, 1.137], [-2.440, -0.655, -1.620], [-3.276, 0.596, 1.872], [-4.536, -1.317, 0.183]]}

3.
{"formula": "C14H15MgN4O5", "method": "wB97M-V/def2-TZVPD", "homo_ev": -4.5, "homo_lumo_gap_ev": 4.349, "total_charge": -1, "mol_weight_da": 343.60, "species": ["Mg", "O", "C", "O", "C", "C", "C", "N", "C", "C", "C", "O", "O", "H", "H", "H", "N", "C", "C", "N", "C", "C", "N", "H", "H", "H", "H", "H", "C", "C", "C", "O", "H", "H", "H", "H", "H", "H", "H"], "xyz": [[-0.993, 1.003, 0.538], [-0.640, -2.628, -5.615], [0.065, -2.716, -4.729], [1.164, -3.416, -4.656], [-0.086, -1.917, -3.151], [0.777, -1.999, -2.043], [1.022, -0.861, -1.269], [-0.442, -0.097, -1.282], [-1.080, -0.365, -2.689], [-0.803, -0.881, -3.837], [-2.111, 0.822, -2.148], [-2.503, 1.165, -3.324], [-2.542, 1.602, -0.802], [1.645, -2.816, -2.671], [1.385, -0.928, -0.314], [-1.653, -1.058, -4.257], [3.868, 2.609, 1.675], [2.586, 2.932, 1.393], [1.737, 1.693, 1.148], [0.349, 1.943, 0.774], [-0.235, 3.413, 1.421], [0.707, 3.889, 1.978], [1.828, 3.914, 1.711], [3.940, 1.381, 1.755], [3.644, 3.468, 2.046], [2.250, 1.046, 0.743], [-1.415, 3.781, 0.832], [-0.208, 5.111, 1.928], [0.003, -1.542, 3.034], [-1.087, -1.363, 2.299], [-2.120, -2.610, 1.682], [-1.345, -0.438, 1.474], [-0.162, -2.200, 3.660], [0.516, -0.726, 3.321], [0.642, -1.989, 1.832], [-2.289, -1.009, 3.265], [-1.394, -2.630, 0.524], [-3.082, -2.010, 1.602], [-1.937, -3.572, 2.152]]}